{
  "formula": "C59H73BClN2O3S2",
  "method": "ωB97M-V with the def2-TZVPD basis set",
  "symbols": ["C", "C", "C", "C", "C", "C", "C", "C", "S", "C", "C", "C", "N", "C", "S", "N", "C", "O", "C", "C", "C", "Cl", "B", "O", "O", "C", "H", "H", "H", "H", "H", "H", "H", "H", "H", "H", "H", "H", "H", "H", "H", "H", "H", "H", "H", "H", "H", "H", "H", "H", "H", "H", "H", "H", "H", "H", "H", "C", "C", "C", "C", "C", "C", "H", "H", "H", "H", "H", "H", "C", "C", "C", "C", "C", "C", "H", "H", "H", "H", "H", "H", "C", "C", "C", "C", "C", "C", "H", "H", "H", "H", "H", "H", "C", "C", "C", "C", "C", "C", "H", "H", "H", "H", "H", "H", "C", "C", "C", "C", "C", "C", "H", "H", "H", "H", "H", "H", "C", "C", "C", "C", "C", "C", "H", "H", "H", "H", "H", "H", "C", "C", "C", "C", "C", "C", "H", "H", "H", "H", "H", "H"],
  "positions_angstrom": [[-0.99517, 5.67638, 5.86739], [-2.29069, 4.89506, 5.37399], [-1.96750, 3.79049, 4.24126], [-2.36803, 4.40726, 2.84094], [-1.43046, 5.65714, 2.50352], [-2.37225, 3.40264, 1.61918], [-3.75633, 2.92948, 0.97298], [-4.53749, 3.92427, 0.02543], [-4.95832, 5.55074, 0.78561], [-4.35887, 6.76531, -0.51540], [-4.83954, 8.23546, -0.21858], [-3.09328, 1.83145, 0.00290], [-3.91952, 1.40746, -1.09379], [-3.50310, 1.80626, -2.22649], [-3.22466, 2.65456, -3.60125], [-1.87917, 1.43206, 0.36023], [-1.19843, 0.38961, -0.43384], [0.04781, 0.76699, -0.99433], [-0.01389, 1.92749, -1.83829], [0.21895, 1.63496, -3.37848], [-1.46154, 2.12352, 1.61221], [-1.83971, 0.78845, 2.85968], [0.15532, 2.33382, 1.87437], [0.87469, 1.22744, 2.43602], [0.83950, 3.51356, 1.52958], [2.27101, 3.39012, 1.78549], [-1.15757, 6.79274, 5.80194], [-0.76421, 5.45372, 6.94729], [-0.06401, 5.45273, 5.27985], [-2.98954, 5.65100, 4.92897], [-2.70958, 4.34493, 6.26039], [-2.48293, 2.83231, 4.50445], [-0.83174, 3.70630, 4.24588], [-3.40735, 4.84313, 2.97092], [-1.80579, 6.51074, 3.13662], [-1.51799, 5.98136, 1.42843], [-0.38346, 5.36952, 2.78337], [-1.93748, 4.01518, 0.75922], [-4.31722, 2.39755, 1.80076], [-3.87640, 4.11831, -0.87182], [-5.50453, 3.40986, -0.26119], [-3.23820, 6.64499, -0.55986], [-4.76435, 6.38770, -1.50046], [-4.37979, 8.90416, -1.00795], [-4.47161, 8.61433, 0.77116], [-5.95214, 8.29129, -0.34816], [-0.98168, -0.46798, 0.27700], [-1.83333, -0.05535, -1.25329], [-0.94633, 2.54927, -1.75136], [0.83895, 2.60457, -1.51508], [1.05982, 0.91813, -3.57773], [-0.73790, 1.23256, -3.80325], [0.47209, 2.63421, -3.85184], [0.92190, 1.32107, 3.40515], [2.73417, 2.53390, 1.22982], [2.79889, 4.32938, 1.46727], [2.40331, 3.28664, 2.90433], [-6.05960, 2.05233, -6.62975], [-4.77535, 2.58034, -6.69428], [-4.31327, 3.14819, -7.87608], [-5.14057, 3.19648, -8.99223], [-6.42646, 2.67174, -8.92711], [-6.88484, 2.09587, -7.74759], [-6.41800, 1.60655, -5.70837], [-4.13266, 2.54817, -5.82066], [-3.30925, 3.55377, -7.92753], [-4.78292, 3.64313, -9.91249], [-7.07178, 2.71096, -9.79701], [-7.88516, 1.68223, -7.69909], [1.76082, -2.01773, 3.64492], [2.77430, -2.77801, 4.21843], [2.52685, -3.50779, 5.37556], [1.26232, -3.48516, 5.95459], [0.24801, -2.72851, 5.37975], [0.49802, -1.99129, 4.22727], [1.95452, -1.44565, 2.74423], [3.75803, -2.80099, 3.76350], [3.31863, -4.09485, 5.82625], [1.06795, -4.05781, 6.85396], [-0.73815, -2.71291, 5.83102], [-0.29090, -1.39680, 3.78177], [-3.95691, -5.43658, 8.05514], [-3.15112, -6.00152, 7.07286], [-1.77036, -6.02432, 7.23365], [-1.19601, -5.49033, 8.38214], [-2.00190, -4.92854, 9.36602], [-3.38199, -4.89772, 9.20100], [-5.03319, -5.41616, 7.92803], [-3.59968, -6.42392, 6.18087], [-1.14171, -6.45894, 6.46482], [-0.11946, -5.51245, 8.51008], [-1.55378, -4.51374, 10.26196], [-4.00970, -4.45514, 9.96560], [0.11847, -3.43053, -5.68117], [-1.02241, -2.99749, -6.34771], [-1.85944, -2.05811, -5.75674], [-1.54966, -1.54455, -4.50230], [-0.40651, -1.97491, -3.83711], [0.42536, -2.92095, -4.42427], [0.76839, -4.16520, -6.14098], [-1.25966, -3.39323, -7.32841], [-2.75228, -1.72558, -6.27372], [-2.20093, -0.80744, -4.04300], [-0.16427, -1.57248, -2.85869], [1.31335, -3.26041, -3.90340], [5.20871, -1.59899, 9.41547], [5.28887, -2.60564, 10.37127], [4.23557, -3.49867, 10.53148], [3.10513, -3.39081, 9.72864], [3.02657, -2.38647, 8.77040], [4.07612, -1.48787, 8.61638], [6.02891, -0.90089, 9.29319], [6.17287, -2.69368, 10.99241], [4.29560, -4.27917, 11.28107], [2.28546, -4.09028, 9.85033], [2.14675, -2.30349, 8.14421], [4.01216, -0.70170, 7.87273], [4.36513, -7.12126, -8.40385], [5.14518, -6.01985, -8.06977], [4.65778, -5.06426, -7.18569], [3.39313, -5.21519, -6.62778], [2.61440, -6.31851, -6.95893], [3.09840, -7.26949, -7.85017], [4.74425, -7.86438, -9.09573], [6.13399, -5.90592, -8.49968], [5.26359, -4.20214, -6.93032], [3.01522, -4.47220, -5.93440], [1.62853, -6.43731, -6.52243], [2.48926, -8.12661, -8.11231], [8.09876, 0.13467, -6.79920], [6.73278, -0.05718, -6.97301], [6.26658, -1.19827, -7.61604], [7.16686, -2.15259, -8.07697], [8.53263, -1.96253, -7.89993], [8.99915, -0.81717, -7.26495], [8.46216, 1.02605, -6.30084], [6.03077, 0.68395, -6.60767], [5.20161, -1.34472, -7.75754], [6.80322, -3.04472, -8.57439], [9.23411, -2.70749, -8.25797], [10.06406, -0.66663, -7.13189]],
  "forces_ev_per_angstrom": [[-0.100, 0.456, 0.311], [1.097, -0.506, -0.225], [0.316, 1.577, 0.235], [-0.280, 0.082, 0.212], [-0.779, -0.437, 0.684], [-0.131, 0.904, -1.305], [2.113, -1.219, -0.150], [-0.033, -0.434, 0.268], [0.231, 0.271, -0.474], [0.218, -0.554, -0.445], [0.525, -0.363, -0.743], [-1.504, 0.476, 1.273], [3.374, 0.899, -1.255], [-0.930, 1.980, -1.005], [-0.584, -2.539, 3.554], [-2.599, 1.109, -2.217], [1.559, -2.314, -0.035], [-1.384, 0.749, 0.724], [1.608, 1.280, -1.388], [-0.404, 0.219, 0.643], [0.238, -0.367, 0.749], [-0.689, 0.821, -0.244], [1.968, -0.024, -0.219], [-1.096, 1.964, -0.386], [-0.852, -2.395, 0.297], [0.932, 0.653, 0.602], [0.190, -1.183, 0.078], [-0.245, 0.156, -1.112], [-0.945, 0.088, 0.420], [0.260, -0.893, 0.736], [0.012, 0.835, -0.965], [0.581, 0.865, -0.498], [-1.261, -0.545, 0.028], [1.079, -0.841, -0.433], [0.730, -0.768, -0.598], [0.185, -0.450, 1.066], [-0.846, 0.632, -0.502], [-0.122, -0.762, 0.918], [0.069, 0.546, -1.213], [-0.883, -0.173, 0.835], [1.231, 0.630, -0.002], [-1.087, 0.440, 0.102], [0.330, 0.599, 1.013], [-0.509, -0.746, 0.838], [-0.616, -0.476, -0.821], [1.045, 0.042, 0.474], [-0.120, 1.087, -0.710], [-0.001, 0.986, 1.052], [0.665, -0.810, 0.262], [-1.026, -0.809, -0.126], [-0.833, 0.683, 0.367], [1.070, 0.291, 0.062], [-0.404, -1.207, 0.395], [0.127, -0.421, -0.395], [-0.634, 0.686, 0.657], [-0.873, -0.786, 0.219], [0.139, -0.039, -1.355], [0.037, 0.022, 0.003], [-0.086, 0.021, -0.150], [-0.023, 0.003, 0.023], [-0.016, -0.028, 0.061], [0.044, -0.008, 0.055], [0.055, 0.028, 0.000], [0.000, 0.013, -0.046], [-0.136, -0.053, -0.323], [-0.049, -0.012, -0.012], [-0.018, -0.029, 0.050], [0.041, -0.009, 0.052], [0.049, 0.025, -0.001], [-0.025, 0.004, 0.031], [-0.034, -0.001, 0.048], [-0.050, 0.012, -0.056], [0.008, 0.011, -0.144], [-0.014, 0.007, 0.029], [0.111, -0.041, 0.040], [-0.014, -0.017, 0.037], [-0.052, -0.001, 0.031], [-0.039, 0.041, -0.009], [-0.013, 0.021, -0.058], [0.054, -0.030, -0.007], [0.026, -0.039, -0.007], [0.074, 0.015, 0.015], [0.016, 0.045, 0.029], [-0.008, 0.030, 0.036], [-0.085, 0.027, -0.037], [0.000, 0.012, -0.034], [0.030, -0.031, -0.062], [0.055, -0.010, 0.011], [0.027, 0.019, 0.049], [-0.029, 0.008, 0.040], [-0.048, -0.028, 0.015], [-0.028, -0.023, -0.047], [0.032, -0.034, -0.028], [-0.066, 0.060, 0.050], [0.017, 0.012, 0.060], [0.004, 0.037, 0.025], [0.113, -0.110, -0.038], [-0.071, 0.016, -0.018], [-0.026, 0.017, -0.036], [-0.057, 0.053, -0.004], [0.010, 0.018, 0.062], [0.049, -0.014, 0.015], [-0.021, -0.024, -0.033], [0.036, -0.029, -0.039], [-0.041, 0.015, -0.018], [-0.060, -0.039, -0.016], [-0.045, 0.008, -0.020], [-0.005, 0.023, -0.058], [0.078, 0.056, -0.016], [0.012, 0.020, 0.080], [0.033, -0.065, 0.063], [-0.038, -0.039, 0.013], [-0.055, 0.009, -0.028], [0.005, 0.034, -0.042], [0.031, 0.035, 0.009], [0.062, 0.038, 0.057], [0.000, -0.043, 0.020], [-0.035, 0.041, 0.044], [-0.066, 0.011, 0.014], [-0.024, -0.016, 0.006], [0.027, -0.084, -0.073], [0.045, 0.045, -0.019], [0.045, 0.043, 0.011], [-0.021, 0.039, 0.038], [-0.052, -0.008, 0.021], [-0.017, -0.050, 0.013], [0.058, -0.020, -0.020], [0.047, -0.023, -0.023], [0.033, 0.037, 0.020], [-0.018, -0.061, -0.029], [0.041, -0.040, -0.017], [0.056, -0.013, 0.026], [0.015, 0.053, 0.040], [-0.027, 0.031, 0.014], [-0.077, -0.006, 0.006], [-0.015, -0.045, -0.029], [0.038, -0.029, -0.034], [0.045, -0.002, 0.002], [0.017, 0.053, -0.002], [-0.038, 0.049, 0.013], [-0.052, -0.011, -0.003]],
  "lowdin_charge": [-0.12, -0.21, -0.17, -0.31, -0.04, -0.20, -0.17, -0.43, 0.85, -0.51, -0.16, -0.14, 0.15, -0.57, 0.88, 0.01, -0.13, -0.11, -0.24, -0.07, -0.43, 0.77, -0.59, 0.04, 0.00, -0.04, 0.08, 0.07, 0.06, 0.10, 0.11, 0.08, 0.11, 0.10, 0.09, 0.08, 0.08, 0.15, 0.17, 0.08, 0.10, 0.07, 0.08, 0.09, 0.08, 0.08, 0.17, 0.15, 0.09, 0.13, 0.09, 0.02, 0.10, 0.12, 0.11, 0.11, 0.11, -0.10, -0.13, -0.09, -0.09, -0.09, -0.09, 0.10, -0.02, 0.10, 0.10, 0.11, 0.10, -0.10, -0.09, -0.09, -0.11, -0.08, -0.10, 0.09, 0.10, 0.11, 0.09, 0.10, 0.05, -0.10, -0.10, -0.10, -0.11, -0.09, -0.10, 0.10, 0.10, 0.10, 0.09, 0.10, 0.10, -0.08, -0.08, -0.09, -0.11, -0.11, -0.08, 0.08, 0.11, 0.10, 0.08, 0.09, 0.10, -0.10, -0.09, -0.09, -0.09, -0.10, -0.09, 0.10, 0.10, 0.10, 0.09, 0.08, 0.10, -0.09, -0.09, -0.09, -0.10, -0.10, -0.09, 0.10, 0.10, 0.09, 0.08, 0.10, 0.10, -0.10, -0.10, -0.10, -0.10, -0.09, -0.09, 0.10, 0.10, 0.10, 0.09, 0.10, 0.10],
  "energy_ha": -3908.33138,
  "charge": 1,
  "e_lumo_ev": -3.99
}